1.
Here is a gas-phase ion, C6H13BrN (charge +1) at a distorted geometry from OMol25. Energies are from ωB97M-V/def2-TZVPD.

Structure (XYZ):
```
21
Properties=species:S:1:pos:R:3:lowdin_charge:R:1
C -0.1004 -1.3981 -0.0687 -0.382
C 0.6000 -0.2803 -0.2494 -0.529
C 0.5886 -2.7666 0.1284 -0.046
C -1.5802 -1.3600 0.0876 -0.051
C -0.1080 1.8904 1.1321 -0.069
C -0.0986 1.2515 -0.2189 -0.338
N 0.7279 2.1185 -1.2362 0.120
Br 2.4991 0.0083 0.0241 0.814
H 1.6817 -2.8157 -0.2546 0.095
H -0.0728 -3.2666 -0.6238 0.097
H 0.5381 -3.2639 1.1060 0.096
H -2.3634 -0.9764 -0.5798 0.101
H -1.7287 -0.8232 1.0481 0.100
H -1.9009 -2.3788 0.2869 0.085
H 0.8933 2.0033 1.6360 0.102
H -0.4584 1.0454 1.7308 0.090
H -0.6806 2.8282 1.1628 0.102
H -1.0665 1.1051 -0.8036 0.155
H 1.7449 1.7232 -1.3989 0.106
H 0.7243 3.1195 -0.8161 0.193
H 0.1605 2.2361 -2.0927 0.159
```

Values from the calculation:
Spin multiplicity   1
HOMO energy   -13.061 eV
LUMO   -3.3915 eV
SMILES   CC(C)=C(Br)[C@@H](C)[NH3+]
Total charge   +1
Relative energy (zero: lowest compared OMol25 entry of this formula, charge and spin)   12.9 kcal/mol
Molar mass   179.08 g mol⁻¹

***

2.
Here is a molecular structure, C32H60AlF2NO6PSi at a distorted geometry from OMol25. Energies are from ωB97M-V/def2-TZVPD.

Structure (XYZ):
```
104
Properties=species:S:1:pos:R:3:lowdin_charge:R:1
C -5.9872 3.8867 3.0126 -0.209
C -4.8157 3.1865 2.2463 -0.513
P -5.5537 2.0957 0.9156 0.801
C -6.4726 3.3123 -0.1808 -0.341
Al -3.9134 1.1681 -0.4947 0.157
N -4.8390 -0.0624 -1.6312 -0.077
C -3.1278 2.5424 -1.7974 -0.239
C -2.5154 1.8221 -3.0152 -0.288
C -2.2749 2.7954 -4.2105 -0.166
C -0.8398 3.3509 -4.2605 -0.151
O -0.8082 4.8130 -4.2297 -0.052
C -0.2410 5.2863 -3.0733 -0.517
C 1.2707 5.4328 -3.0606 0.005
O -0.9141 5.6059 -2.1121 0.110
C -2.4811 0.0686 0.4905 -0.491
F -3.1227 -0.9932 1.1575 -0.050
F -1.6512 -0.5123 -0.4789 -0.036
C -1.6355 0.7779 1.5539 -0.192
C -0.1523 0.2645 1.6051 -0.234
Si 1.0710 1.4107 0.7341 0.615
C 1.9962 2.4379 2.0512 -0.172
C 0.2204 2.6520 -0.3968 -0.161
C 2.4308 0.4791 -0.2132 -0.241
C 2.8130 0.9957 -1.4318 -0.108
C 3.8196 0.4141 -2.1771 -0.096
C 4.4298 -0.7056 -1.6731 -0.118
C 4.0593 -1.2459 -0.4751 -0.103
C 3.0573 -0.6562 0.2618 -0.091
H -5.8052 3.9681 4.0887 0.050
H -6.2642 4.8364 2.5505 0.049
H -6.8719 3.2441 2.9004 0.031
H -4.2031 4.0125 1.8571 0.055
H -4.2155 2.6137 2.9570 0.046
H -7.5356 3.0659 -0.2510 0.010
H -6.3955 4.3304 0.2206 0.017
H -6.0711 3.3464 -1.1975 0.003
H -5.4443 -0.5809 -0.9939 -0.044
H -4.1130 -0.7256 -1.9076 -0.028
H -2.4511 3.2610 -1.3201 0.029
H -3.9958 3.1006 -2.1783 0.041
H -3.2491 1.0855 -3.3612 0.080
H -1.5897 1.2862 -2.7666 0.086
H -3.0167 3.5930 -4.1460 0.111
H -2.4520 2.2528 -5.1498 0.098
H -0.3481 3.0526 -5.1892 0.116
H -0.3027 2.9895 -3.3763 0.102
H 1.6499 5.2745 -2.0492 0.073
H 1.7599 4.6974 -3.7071 0.080
H 1.5878 6.4349 -3.3602 0.084
H -2.0770 0.5060 2.5185 0.105
H -1.6660 1.8684 1.4923 0.082
H -0.0717 -0.7757 1.2815 0.072
H 0.1360 0.2756 2.6670 0.069
H 2.7466 1.7641 2.4826 0.021
H 2.5498 3.2214 1.5223 0.024
H 1.3221 2.8352 2.8116 0.026
H 0.9981 3.3164 -0.7924 0.017
H -0.2960 2.1727 -1.2306 0.020
H -0.4636 3.2725 0.1860 0.045
H 2.3469 1.8862 -1.8427 0.086
H 4.1109 0.8668 -3.1182 0.100
H 5.2233 -1.1654 -2.2584 0.099
H 4.5558 -2.1255 -0.0601 0.081
H 2.7608 -1.0680 1.2226 0.110
C -9.5974 -1.6740 0.1747 -0.034
C -8.6989 -0.5009 0.5066 -0.506
O -8.0182 0.0264 -0.3363 0.059
C -8.6924 -0.0222 1.9381 -0.038
H -9.5027 -1.9112 -0.8835 0.077
H -9.3031 -2.5472 0.7597 0.078
H -10.6375 -1.4202 0.3885 0.076
H -8.3589 -0.8249 2.5990 0.082
H -9.6949 0.3029 2.2281 0.078
H -8.0034 0.8173 2.0287 0.028
C 4.6439 -5.4414 3.0255 -0.016
C 5.3810 -4.7541 1.9026 -0.487
O 5.2147 -3.5771 1.6691 0.039
C 6.3254 -5.5923 1.0853 -0.023
H 3.9993 -4.7227 3.5279 0.084
H 4.0286 -6.2497 2.6271 0.085
H 5.3562 -5.8424 3.7485 0.084
H 5.7735 -6.4002 0.6031 0.053
H 7.1120 -6.0018 1.7227 0.087
H 6.7832 -4.9735 0.3154 0.087
C 8.0320 0.5035 4.0911 -0.032
C 6.6923 -0.1571 3.8553 -0.503
O 5.7965 -0.0613 4.6617 0.068
C 6.5281 -0.9367 2.5751 -0.028
H 8.0133 1.0282 5.0445 0.077
H 8.8203 -0.2507 4.1187 0.080
H 8.2377 1.2226 3.2966 0.082
H 7.2516 -1.7530 2.5411 0.083
H 6.6700 -0.2767 1.7170 0.090
H 5.5277 -1.3558 2.5306 0.060
C 3.7977 -8.0150 -3.0753 -0.024
C 4.2266 -7.0719 -1.9790 -0.488
O 5.1277 -7.3548 -1.2199 0.051
C 3.4862 -5.7620 -1.8687 -0.006
H 4.4109 -8.9133 -3.0397 0.080
H 2.7524 -8.2953 -2.9376 0.086
H 3.9258 -7.5384 -4.0483 0.086
H 2.4274 -5.9457 -1.6800 0.092
H 3.6006 -5.1891 -2.7900 0.091
H 3.8938 -5.1811 -1.0430 0.074
```

Values from the calculation:
Spin multiplicity   1
HOMO energy   -3.602 eV
LUMO   1.8996 eV
Total charge   -1
Molar mass   678.87 g mol⁻¹

***

3.
Here is a gas-phase ion, C2H9N4 (charge +1) at a distorted geometry from OMol25. Energies are from ωB97M-V/def2-TZVPD.

Structure (XYZ):
```
15
Properties=species:S:1:pos:R:3:lowdin_charge:R:1
C 1.3381 1.1515 0.6073 0.063
C 0.4762 -1.2652 -0.2021 -0.122
N -1.7111 -0.6974 -0.3729 0.087
N -0.8021 -1.3127 0.3888 -0.081
N 0.6120 0.2590 -0.5909 -0.086
N -0.7265 0.6694 -0.8549 0.054
H 2.3472 1.0256 0.4268 0.057
H 1.2009 2.2208 0.5560 0.079
H 0.8432 0.7379 1.4538 0.062
H 1.3041 -1.5265 0.4882 0.142
H 0.6821 -1.8783 -1.0895 0.132
H -2.5105 -0.2488 0.1595 0.156
H -1.1017 1.5750 -0.5759 0.165
H -1.0943 0.5017 -1.7791 0.149
H -0.8577 -1.2120 1.3849 0.143
```

Values from the calculation:
Spin multiplicity   1
HOMO energy   -14.307 eV
LUMO   -3.4231 eV
SMILES   CN1CNN[NH2+]1
Total charge   +1
Relative energy (zero: lowest compared OMol25 entry of this formula, charge and spin)   127.2 kcal/mol
Molar mass   89.12 g mol⁻¹

***

4.
Here is 2 unconnected molecules or ions with the total composition C6H17N5O2 at a distorted geometry from OMol25. Energies are from ωB97M-V/def2-TZVPD.

Structure (XYZ):
```
30
Properties=species:S:1:pos:R:3:lowdin_charge:R:1
C 1.5107 -0.8627 0.3438 -0.304
C 1.8613 0.4109 1.1403 -0.125
C 1.5586 1.7788 0.5027 -0.169
C 0.0884 2.0369 0.0395 -0.236
C -1.7751 0.5222 0.7758 -0.650
C 1.3722 -1.9658 1.3749 -0.493
H -1.7042 -0.4707 -3.4246 0.025
H -0.6174 -1.3078 -4.1986 0.027
H -1.5900 -2.1628 -3.2167 0.031
H -0.2366 -1.5621 -0.4031 0.074
H 0.5854 -0.5562 -1.3860 0.025
H 2.3672 -1.1474 -0.1901 0.129
H 2.9364 0.3866 1.3092 0.119
H 1.2945 0.4249 2.0932 0.119
H 2.2193 2.0367 -0.3323 0.107
H 1.7512 2.6146 1.1926 0.106
H -0.1516 1.4979 -0.8595 0.078
H 0.0559 3.1203 -0.0888 0.104
H -0.6577 1.6988 2.0457 0.188
H -2.2077 1.2303 -1.1023 0.089
H -2.4029 -0.3980 -0.8580 0.094
H -2.5255 -0.9797 1.3915 0.088
H -0.4220 -1.4127 1.7187 0.044
N -1.0574 -1.2739 -3.2572 -0.007
N 0.3722 -0.7860 -0.4978 0.079
N -0.9232 1.6121 0.9697 0.013
N -2.4150 0.5281 -0.4127 0.146
N -1.8158 -0.2908 1.7038 0.111
O 0.1400 -2.2204 1.8979 0.077
O 2.3891 -2.5023 1.7283 0.111
```

Values from the calculation:
Spin multiplicity   1
HOMO energy   -8.960 eV
LUMO   0.2515 eV
SMILES   [H]/N=C(\N)NCCC[C@H](N)C(=O)O.N
Relative energy (zero: lowest compared OMol25 entry of this formula, charge and spin)   14.9 kcal/mol
Molar mass   191.23 g mol⁻¹

***

5.
Here is a molecular structure, C11H15CoIN3O2S2 from OMol25. Energies are from ωB97M-V/def2-TZVPD.

Structure (XYZ):
```
35
Properties=species:S:1:pos:R:3:lowdin_charge:R:1
Co 0.1500 0.3099 0.0538 0.784
C -3.6284 -0.2444 0.7393 -0.057
C -2.6314 -1.3538 0.7799 -0.591
N -1.3323 -1.2690 0.5971 0.030
C -0.7335 -2.5149 0.7140 -0.321
C -1.5764 -3.5345 0.9891 -0.322
S -3.1681 -2.9445 1.1036 1.134
C 0.7150 -2.6063 0.5333 -0.314
C 1.4773 -3.7181 0.6469 -0.319
S 3.1055 -3.3248 0.3530 1.144
C 2.6969 -1.6930 0.0958 -0.592
N 1.4099 -1.4522 0.2162 0.030
C 3.7694 -0.6989 -0.2022 -0.064
H -3.1560 0.6929 0.4855 0.030
H -4.1188 -0.1427 1.7075 0.095
H -4.3977 -0.4569 -0.0031 0.095
H -1.3464 -4.5795 1.1228 0.088
H 1.1704 -4.7236 0.8843 0.088
H 4.7329 -1.1966 -0.2926 0.080
H 3.8330 0.0275 0.6102 0.088
H 3.5487 -0.1725 -1.1273 0.082
N 2.5004 4.0494 0.9337 0.171
C 2.8318 3.2293 -0.2783 -0.077
C 2.0055 1.9604 -0.1481 -0.777
O 1.5972 1.6847 1.0218 -0.089
O 1.7382 1.2794 -1.1458 -0.043
H 3.3008 4.5160 1.3529 0.168
H 2.0867 3.3436 1.5788 0.141
H 1.7646 4.7270 0.7174 0.102
H 3.8970 3.0071 -0.2907 0.142
H 2.5505 3.7608 -1.1803 0.112
I -0.6353 3.8302 -0.8665 0.801
C -1.2099 1.8437 -0.2467 -0.727
H -1.9639 1.5869 -0.9924 -0.052
H -1.7325 2.0638 0.6832 -0.059
```

Values from the calculation:
Spin multiplicity   4
<S²>   3.76
HOMO energy (alpha / beta)   -10.640 / -11.118 eV
LUMO (alpha / beta)   -2.5280 / -2.6237 eV
Total charge   +1
Molar mass   471.23 g mol⁻¹

***

6.
Here is C3H4N2O2S in the gas phase at a distorted geometry from OMol25. Energies are from ωB97M-V/def2-TZVPD.

Structure (XYZ):
```
12
Properties=species:S:1:pos:R:3:lowdin_charge:R:1
C 0.0520 0.7140 -0.1768 -0.415
C -1.9797 -0.1402 -0.0568 -0.856
C 0.1783 -0.5965 -0.2572 -0.295
H 1.2536 2.1798 -0.8718 0.137
H 1.5081 2.0341 0.8906 0.160
H 1.1370 -2.5784 -0.4113 0.197
H 1.4825 -1.6553 1.2075 0.169
N 1.0498 1.5877 0.0019 0.098
N 1.3418 -1.4192 0.0377 0.020
O -1.2475 0.9803 -0.1373 0.064
O -1.1207 -1.1099 -0.2525 0.076
S -3.6552 0.0036 0.0258 0.644
```

Values from the calculation:
Spin multiplicity   1
HOMO energy   -8.446 eV
LUMO   0.2615 eV
SMILES   Nc1oc(=S)oc1N
Relative energy (zero: lowest compared OMol25 entry of this formula, charge and spin)   89.4 kcal/mol
Molar mass   132.14 g mol⁻¹